Record 1
The following is a DFT calculation (the ωB97M-V functional and the def2-TZVPD basis) of C4H7NO in the gas phase.

Summary:
LUMO energy: 0.76 eV
net charge: 0
ΔE to the lowest compared entry with this formula, charge and spin: 86.22 kcal/mol
HOMO-LUMO gap: 8.73 eV

Element x y z (Å)
N 1.847 -0.059 -0.513
C 1.024 0.010 0.530
O 1.458 0.298 1.709
C -0.392 -0.240 0.642
C -1.241 -0.708 -0.505
C -1.347 0.714 -0.055
H 1.482 -0.291 -1.423
H 2.845 0.028 -0.398
H 0.350 0.023 2.003
H -0.792 -0.883 -1.486
H -2.050 -1.400 -0.279
H -2.225 1.031 0.503
H -0.959 1.478 -0.729

Record 2
The following is a DFT calculation (the ωB97M-V functional and the def2-TZVPD basis) of a molecular structure, C43H45INO6S3.

Summary:
LUMO energy: 1.68 eV
net charge: -1
HOMO-LUMO gap: 8.24 eV

Element x y z (Å)
C -9.486 6.716 -2.301
S -10.276 5.267 -2.976
O -9.934 5.138 -4.368
O -11.667 5.283 -2.603
S -9.391 3.610 -1.821
O -10.525 2.781 -1.538
O -8.760 4.287 -0.713
N -8.380 2.775 -2.722
S -7.167 3.496 -3.444
O -5.965 2.725 -3.293
O -7.101 4.914 -3.197
I -7.627 3.194 -5.830
H -10.258 7.287 -1.792
H -9.040 7.245 -3.138
H -8.715 6.404 -1.604
C -5.673 4.476 0.035
C -6.256 4.411 1.294
C -5.463 4.250 2.422
C -4.083 4.149 2.292
C -3.500 4.209 1.033
C -4.295 4.368 -0.095
H -6.297 4.601 -0.838
H -7.331 4.490 1.385
H -5.919 4.197 3.403
H -3.464 4.021 3.174
H -2.425 4.124 0.929
H -3.846 4.406 -1.079
C -4.292 -2.490 -5.169
C -4.128 -1.767 -6.342
C -4.728 -0.521 -6.477
C -5.487 0.005 -5.441
C -5.647 -0.718 -4.267
C -5.052 -1.965 -4.132
H -3.825 -3.462 -5.062
H -3.533 -2.173 -7.151
H -4.603 0.044 -7.393
H -5.959 0.976 -5.538
H -6.231 -0.299 -3.458
H -5.178 -2.528 -3.215
C -0.217 4.551 2.819
C -0.183 3.166 2.887
C 1.035 2.505 2.959
C 2.220 3.228 2.969
C 2.185 4.615 2.902
C 0.967 5.276 2.824
H -1.168 5.066 2.760
H -1.108 2.602 2.880
H 1.060 1.423 3.008
H 3.171 2.713 3.026
H 3.109 5.180 2.909
H 0.939 6.356 2.767
C 4.812 0.353 0.451
C 5.687 -0.691 0.720
C 5.341 -1.668 1.643
C 4.114 -1.607 2.288
C 3.238 -0.565 2.019
C 3.588 0.419 1.104
H 5.083 1.115 -0.268
H 6.641 -0.743 0.209
H 6.023 -2.482 1.854
H 3.838 -2.373 3.002
H 2.280 -0.523 2.521
H 2.908 1.234 0.895
C 0.784 -4.944 6.596
C 0.902 -3.586 6.334
C 2.105 -3.071 5.873
C 3.188 -3.915 5.672
C 3.071 -5.274 5.931
C 1.868 -5.787 6.396
H -0.155 -5.345 6.955
H 0.055 -2.929 6.486
H 2.199 -2.011 5.670
H 4.127 -3.514 5.309
H 3.915 -5.931 5.768
H 1.774 -6.846 6.600
C 10.267 -1.509 -2.525
C 10.177 -1.161 -3.865
C 8.942 -1.156 -4.500
C 7.797 -1.495 -3.794
C 7.887 -1.842 -2.453
C 9.122 -1.851 -1.819
H 11.230 -1.514 -2.030
H 11.069 -0.892 -4.416
H 8.873 -0.886 -5.546
H 6.833 -1.488 -4.287
H 6.993 -2.105 -1.902
H 9.191 -2.125 -0.773
C 3.628 -6.563 1.416
C 4.150 -7.623 0.688
C 4.985 -7.378 -0.394
C 5.300 -6.073 -0.747
C 4.779 -5.014 -0.017
C 3.941 -5.258 1.062
H 2.973 -6.752 2.258
H 3.905 -8.641 0.963
H 5.388 -8.205 -0.965
H 5.952 -5.881 -1.589
H 5.023 -3.994 -0.288
H 3.530 -4.429 1.624

Record 3
The following is a DFT calculation (the ωB97M-V functional and the def2-TZVPD basis) of 10 unconnected molecules or ions with the total composition C34H68Br6O14S7.

Summary:
LUMO energy: -0.06 eV
net charge: 0
HOMO-LUMO gap: 9.91 eV

Element x y z (Å)
C 4.062 1.477 -1.801
C 3.931 1.921 -3.267
C 3.756 3.426 -3.209
S 2.657 3.729 -1.852
O 1.309 3.728 -2.358
O 3.135 4.831 -1.054
C 2.970 2.159 -1.022
H 5.078 1.742 -1.508
H 3.920 0.398 -1.718
H 3.230 1.378 -3.905
H 4.877 1.696 -3.769
H 3.414 3.924 -4.115
H 4.746 3.850 -3.023
H 2.021 1.626 -1.017
H 3.232 2.426 -0.001
C -0.794 0.631 1.759
C -1.900 -0.123 1.026
C -1.288 -0.616 -0.261
S 0.257 -1.404 0.260
O 1.221 -1.203 -0.789
O -0.030 -2.665 0.902
C 0.512 -0.096 1.531
H -0.980 0.631 2.837
H -0.730 1.697 1.530
H -2.803 0.456 0.830
H -2.239 -0.936 1.676
H -1.050 0.268 -0.856
H -1.911 -1.308 -0.827
H 1.415 0.417 1.205
H 0.845 -0.652 2.414
C 0.091 -0.968 -4.727
C -0.079 0.412 -4.047
C -0.351 1.494 -5.113
S -0.154 0.654 -6.691
O 1.232 0.641 -7.070
O -1.137 1.133 -7.626
C -0.623 -0.950 -6.064
H -0.253 -1.753 -4.053
H 1.148 -1.180 -4.908
H 0.586 0.657 -3.224
H -1.064 0.285 -3.577
H 0.416 2.261 -5.209
H -1.376 1.836 -5.050
H -0.252 -1.750 -6.698
H -1.710 -0.953 -5.994
C -3.658 3.667 0.439
C -3.241 3.548 -1.031
C -4.331 4.229 -1.835
S -5.882 3.708 -1.091
O -6.217 2.394 -1.582
O -6.797 4.807 -1.146
C -5.188 3.541 0.550
H -3.335 4.651 0.781
H -3.218 2.946 1.129
H -3.027 2.524 -1.339
H -2.307 4.101 -1.152
H -4.348 4.047 -2.905
H -4.333 5.302 -1.631
H -5.685 2.793 1.161
H -5.511 4.467 1.042
C 0.563 6.071 0.714
C 1.742 6.561 1.587
C 2.345 5.351 2.278
S 1.069 4.102 2.423
O 0.600 3.904 3.765
O 1.494 2.962 1.647
C -0.170 5.054 1.571
H 0.925 5.655 -0.229
H -0.007 6.942 0.391
H 1.349 7.312 2.278
H 2.469 7.080 0.966
H 2.894 5.483 3.207
H 3.059 4.932 1.564
H -0.712 5.660 2.304
H -0.948 4.460 1.094
C 2.969 -3.912 -0.497
C 4.207 -4.712 0.006
C 4.274 -5.989 -0.779
S 2.557 -6.524 -0.770
O 2.262 -7.007 0.550
O 2.225 -7.341 -1.907
C 1.914 -4.866 -0.994
H 3.349 -3.266 -1.291
H 2.633 -3.220 0.269
H 4.118 -4.890 1.079
H 5.072 -4.048 -0.051
H 4.847 -6.829 -0.385
H 4.594 -5.920 -1.821
H 0.943 -4.805 -0.500
H 1.667 -4.785 -2.053
C -2.796 -2.897 4.652
C -2.920 -1.593 5.454
C -1.587 -1.323 6.207
S -0.290 -2.229 5.342
O 0.241 -3.270 6.178
O 0.652 -1.346 4.704
C -1.358 -2.953 4.132
H -3.391 -2.869 3.740
H -2.905 -3.803 5.248
H -3.737 -1.661 6.168
H -3.087 -0.751 4.783
H -1.639 -1.692 7.226
H -1.346 -0.268 6.107
H -1.014 -3.894 3.709
H -1.326 -2.327 3.231
Br 8.575 0.412 0.994
C 6.786 0.435 1.745
C 5.990 -0.720 1.162
Br 4.122 -0.448 1.627
H 6.357 1.372 1.406
H 6.832 0.391 2.827
H 6.311 -1.653 1.610
H 6.050 -0.670 0.081
Br -5.498 -0.880 1.524
C -6.087 -2.065 0.073
C -4.990 -2.014 -0.962
Br -5.201 -3.363 -2.368
H -6.981 -1.612 -0.351
H -6.358 -2.989 0.564
H -4.020 -2.201 -0.517
H -5.040 -1.087 -1.521
Br -4.225 -4.939 0.940
C -2.328 -5.070 1.412
C -1.592 -6.079 0.574
Br -2.303 -7.877 0.860
H -2.251 -5.310 2.466
H -1.952 -4.083 1.154
H -0.570 -6.165 0.938
H -1.688 -5.876 -0.486

Record 4
The following is a DFT calculation (the ωB97M-V functional and the def2-TZVPD basis) of 2 unconnected molecules or ions with the total composition C6H6O.

Summary:
LUMO energy: -0.03 eV
net charge: 0
ΔE to the lowest compared entry with this formula, charge and spin: 157.08 kcal/mol
HOMO-LUMO gap: 8.69 eV

Element x y z (Å)
C 3.218 -0.270 0.461
C 2.040 -0.032 0.285
C 0.622 0.054 0.086
C -0.250 1.024 -0.084
C -1.665 1.069 -0.292
O -1.978 -0.944 -0.238
C -0.831 -1.521 -0.030
H 4.263 -0.456 0.615
H -0.224 2.141 -0.149
H -2.249 1.517 0.527
H -1.994 1.387 -1.293
H -0.337 -2.044 -0.862
H -0.615 -1.926 0.974

Record 5
The following is a DFT calculation (the ωB97M-V functional and the def2-TZVPD basis) of 3 unconnected molecules or ions with the total composition C20H18F17N2O3.

Summary:
LUMO energy: -5.19 eV
net charge: +1
HOMO-LUMO gap: 8.44 eV

Element x y z (Å)
C 2.222 -0.391 1.066
C 2.058 -0.234 -0.104
N 2.041 -0.039 -1.469
N 2.030 1.233 -1.854
C 2.016 1.428 -3.136
C 2.046 0.394 -4.076
F 2.060 0.684 -5.352
C 2.088 -0.898 -3.656
C 2.166 -1.978 -4.668
C 3.349 -2.583 -4.832
C 2.069 -1.118 -2.266
C 2.065 -2.490 -1.708
C 0.653 -2.821 -1.103
O 0.136 -4.011 -1.635
H 2.563 -0.543 2.063
H 2.009 2.440 -3.520
H 1.284 -2.245 -5.237
H 3.989 -2.650 -3.960
H 3.697 -2.941 -5.790
H 2.241 -3.219 -2.488
H 2.857 -2.599 -0.968
H -0.040 -2.033 -1.394
H 0.702 -2.837 -0.016
H 0.586 -4.759 -1.227
C 1.198 6.035 1.864
C 0.198 5.621 2.959
C 0.722 5.502 4.392
F 1.686 4.564 4.497
F -0.295 5.131 5.202
F -0.420 4.477 2.586
F -0.755 6.591 2.987
O 1.776 5.005 1.066
C 2.896 4.325 1.482
C 2.603 2.843 1.720
F 1.629 2.669 2.632
F 3.712 2.215 2.184
F 3.458 4.908 2.553
F 3.798 4.396 0.477
H 0.611 6.611 1.151
H 1.954 6.723 2.241
H 1.115 6.460 4.744
H 2.293 2.368 0.788
C -3.658 -1.566 0.925
C -5.020 -1.544 0.206
C -6.212 -2.201 0.908
F -6.013 -3.516 1.113
F -7.305 -2.073 0.123
F -4.869 -2.045 -1.040
F -5.346 -0.229 0.064
O -2.713 -2.568 0.550
C -2.759 -3.824 1.121
C -3.072 -4.912 0.089
F -4.243 -4.675 -0.525
F -3.156 -6.106 0.716
F -3.594 -3.856 2.169
F -1.517 -4.068 1.610
H -3.173 -0.636 0.633
H -3.769 -1.507 2.007
H -6.415 -1.715 1.867
H -2.280 -4.954 -0.663

Record 6
The following is a DFT calculation (the ωB97M-V functional and the def2-TZVPD basis) of a molecular structure, C19H27MoN2S5SbSeSi2.

Summary:
LUMO energy (alpha / beta): -1.47 / -1.50 eV
net charge: 0
ΔE to the lowest compared entry with this formula, charge and spin: 1.04 kcal/mol
HOMO-LUMO gap (alpha / beta): 6.40 / 6.43 eV

Element x y z (Å)
Mo -1.137 0.103 0.504
C -0.309 -2.283 -0.954
Si 0.589 -1.075 -2.077
C 2.422 -1.396 -2.070
C -0.068 -1.304 -3.805
C 0.078 0.574 -1.336
C -1.205 1.001 -1.991
C -1.458 1.591 -3.230
C -2.765 1.882 -3.574
C -3.805 1.607 -2.687
C -3.502 1.036 -1.474
N -2.232 0.733 -1.169
Si 1.303 2.017 -1.395
C 2.292 1.953 -2.984
C 2.538 2.062 -0.004
C 0.375 3.636 -1.364
H -1.319 -2.510 -1.297
H -0.375 -1.809 0.047
H 0.217 -3.214 -0.746
H 2.597 -2.469 -1.932
H 2.928 -0.867 -1.260
H 2.882 -1.097 -3.018
H 0.173 -2.318 -4.143
H 0.369 -0.598 -4.521
H -1.155 -1.188 -3.828
H -0.636 1.800 -3.901
H -2.982 2.327 -4.538
H -4.833 1.832 -2.933
H -4.248 0.813 -0.722
H 2.917 1.057 -3.034
H 2.954 2.826 -3.036
H 1.653 1.970 -3.876
H 3.211 1.199 -0.015
H 2.061 2.133 0.976
H 3.153 2.962 -0.131
H -0.078 3.870 -2.330
H 1.067 4.447 -1.114
H -0.417 3.635 -0.610
S -5.104 1.079 2.689
Sb -3.429 -0.128 3.500
S -1.466 1.600 3.404
S -1.743 2.144 1.430
S -2.677 -1.316 1.255
S 2.572 -1.027 1.608
C 2.108 -2.646 1.710
N 1.804 -3.762 1.773
Se 0.607 0.083 2.322
C 0.420 -1.126 3.807
C -0.389 -2.245 3.771
C -0.439 -3.074 4.889
C 0.323 -2.784 6.010
C 1.143 -1.659 6.025
C 1.194 -0.824 4.921
H -0.963 -2.489 2.890
H -1.068 -3.955 4.867
H 0.283 -3.435 6.875
H 1.746 -1.432 6.896
H 1.820 0.059 4.926

Record 7
The following is a DFT calculation (the ωB97M-V functional and the def2-TZVPD basis) of 2 unconnected molecules or ions with the total composition C3H5N3O.

Summary:
LUMO energy: 0.98 eV
net charge: 0
ΔE to the lowest compared entry with this formula, charge and spin: 103.74 kcal/mol
HOMO-LUMO gap: 9.43 eV

Element x y z (Å)
C -1.744 -0.769 0.523
C -0.606 0.111 0.273
C 0.251 0.947 0.129
N 1.115 1.996 0.078
N 2.350 -0.569 -0.888
N 1.581 -1.377 -0.745
O 0.737 -2.188 -0.578
H -2.540 -0.154 0.955
H -1.507 -1.563 1.239
H -2.131 -1.232 -0.391
H 0.616 2.864 -0.057
H 1.886 1.905 -0.571

Record 8
The following is a DFT calculation (the ωB97M-V functional and the def2-TZVPD basis) of 2 unconnected molecules or ions with the total composition C6H13N2O.

Summary:
LUMO energy: -5.35 eV
net charge: +1
ΔE to the lowest compared entry with this formula, charge and spin: 120.39 kcal/mol
HOMO-LUMO gap: 7.40 eV

Element x y z (Å)
C -1.190 -0.651 1.616
C -1.927 1.571 -0.185
C -1.374 0.613 0.885
C -2.281 -1.268 2.397
C 0.718 1.700 0.122
C 1.131 -1.661 -1.760
N -0.612 1.408 0.338
N 1.843 -0.350 -1.560
O -0.010 -1.065 1.557
H -1.872 1.138 -1.208
H -2.434 2.474 0.083
H -2.377 -0.882 3.311
H -1.976 -2.246 2.820
H -3.245 -1.251 1.851
H 0.862 2.615 -0.489
H 1.359 1.779 0.975
H 0.960 0.734 -0.397
H 0.535 -1.697 -2.713
H 1.795 -2.606 -1.679
H 0.471 -1.746 -0.833
H 2.050 0.146 -2.392
H 2.674 -0.496 -0.999

Record 9
The following is a DFT calculation (the ωB97M-V functional and the def2-TZVPD basis) of 2 unconnected molecules or ions with the total composition H4O2.

Summary:
LUMO energy: 0.83 eV
net charge: 0
ΔE to the lowest compared entry with this formula, charge and spin: 3.45 kcal/mol
HOMO-LUMO gap: 11.71 eV

Element x y z (Å)
H -0.520 0.045 -0.266
H -1.955 -0.680 -0.313
H 1.454 -0.324 0.751
H 1.214 0.906 -0.073
O -1.452 0.115 0.033
O 1.258 -0.062 -0.132

Record 10
The following is a DFT calculation (the ωB97M-V functional and the def2-TZVPD basis) of 2 unconnected molecules or ions with the total composition CF3NO.

Summary:
LUMO energy (alpha / beta): -1.01 / -0.98 eV
net charge: 0
ΔE to the lowest compared entry with this formula, charge and spin: 18.61 kcal/mol
HOMO-LUMO gap (alpha / beta): 9.88 / 9.93 eV

Element x y z (Å)
C -0.243 0.293 -1.130
N 0.804 -0.741 1.890
O -0.961 1.149 -0.845
F -0.468 -0.965 -0.804
F 0.970 0.399 -1.709
F -0.102 -0.137 2.599

Record 11
The following is a DFT calculation (the ωB97M-V functional and the def2-TZVPD basis) of HNO4S in the gas phase.

Summary:
LUMO energy: -1.62 eV
net charge: 0
ΔE to the lowest compared entry with this formula, charge and spin: 77.76 kcal/mol
HOMO-LUMO gap: 8.11 eV

Element x y z (Å)
N 3.390 0.272 -0.512
O 4.026 1.093 0.072
O 1.552 -1.620 -0.253
O 0.037 0.274 0.779
O 1.195 0.856 0.318
S 2.193 -0.540 0.499
H -0.655 0.540 0.121

Record 12
The following is a DFT calculation (the ωB97M-V functional and the def2-TZVPD basis) of 2 unconnected molecules or ions with the total composition C6H9BrClN3.

Summary:
LUMO energy: 0.51 eV
net charge: 0
ΔE to the lowest compared entry with this formula, charge and spin: 86.72 kcal/mol
HOMO-LUMO gap: 7.90 eV

Element x y z (Å)
C 2.205 -1.336 1.716
C -0.432 0.187 -2.417
C 0.804 -0.581 -2.198
C -2.070 0.601 0.967
C -0.220 -0.542 -1.126
C 0.058 1.175 2.056
N 1.472 -1.178 2.572
N -0.705 0.592 0.907
N 0.175 0.174 0.016
Cl 3.048 -1.811 0.458
Br -3.367 -0.450 0.066
H -0.419 1.256 -2.553
H -1.161 -0.180 -3.123
H 1.084 -1.501 -2.722
H 1.719 -0.074 -1.877
H -2.582 1.182 1.676
H -0.770 -1.435 -1.001
H -0.228 2.239 2.346
H 0.359 0.277 2.662
H 1.030 1.403 1.575

Record 13
The following is a DFT calculation (the ωB97M-V functional and the def2-TZVPD basis) of a molecular structure, C15H14I2MnO7SSc.

Summary:
spin multiplicity: 5
LUMO energy (alpha / beta): -15.56 / -15.70 eV
net charge: +4
HOMO-LUMO gap (alpha / beta): 5.30 / 5.16 eV

Element x y z (Å)
I 3.817 -1.472 -1.173
I 3.944 1.318 -1.186
Mn -0.255 1.550 -0.546
Sc 0.586 -1.328 -0.213
S 0.611 0.242 -2.051
C -1.289 -2.852 -1.731
C -0.855 -2.870 1.195
C -0.278 -0.048 -3.832
C 0.247 1.197 -4.522
C -1.773 -0.073 -3.683
C 0.258 -1.314 -4.457
C -0.734 2.497 0.928
C -1.237 2.572 -1.655
O -1.222 -3.663 1.962
O -1.885 -3.570 -2.354
O -1.204 3.304 1.633
O -1.822 3.350 -2.308
H -0.103 1.241 -5.560
H 1.348 1.192 -4.503
H -0.091 2.104 -3.996
H -2.225 -0.082 -4.696
H -2.140 0.817 -3.151
H -2.127 -0.965 -3.139
H -0.092 -1.382 -5.504
H -0.074 -2.232 -3.949
H 1.356 -1.323 -4.473
O 0.995 2.266 3.253
C 0.547 1.171 3.958
C -0.019 1.435 5.204
C -0.320 0.408 6.048
C -0.083 -0.930 5.666
C 0.434 -1.196 4.429
C 0.720 -0.190 3.574
C 1.344 -0.618 2.286
O 1.894 -1.728 2.064
O 0.917 0.039 1.263
H 1.367 1.985 2.371
H -0.176 2.491 5.436
H -0.743 0.629 7.021
H -0.299 -1.757 6.314
H 0.661 -2.212 4.078